Record 1
C4H6N2S in the gas phase in a non-equilibrium geometry. Source: OMol25; level of theory: ωB97M-V/def2-TZVPD.

The SMILES is [H]/N=C\N1C[C@H]1C=S. For the energy, the calculation gives -18058.2762 eV. Its HOMO energy is -9.053 eV. As for the frontier orbital gap: 8.4 eV. As for the LUMO energy: -0.0228 hartree.

Geometry as ORCA input:
```
! RIJCOSX wB97M-V def2-TZVPD def2/J DEFGRID3
* xyz 0 1
H 0.104 2.354 -0.832
N -0.793 1.946 -1.224
C -0.662 0.668 -1.234
N 0.470 -0.117 -0.897
C 1.272 0.261 0.225
C 0.401 -0.995 0.209
C -0.764 -1.073 1.103
S -1.330 -2.261 2.041
H -1.493 0.078 -1.654
H 0.904 1.045 0.865
H 2.312 0.148 0.070
H 0.853 -1.952 0.071
H -1.274 -0.102 1.255
*
```

For each atom in turn, the Mulliken charge in e is: 0.267 -0.586 0.041 -0.243 -0.635 0.257 -0.528 -0.224 0.382 0.381 0.224 0.383 0.281

Record 2
C43H41N5P2SSbSe4Ti as an isolated structure in a non-equilibrium geometry. Source: OMol25; level of theory: ωB97M-V/def2-TZVPD.

For the energy, the calculation gives -373161.3337 eV. Its HOMO energy (spin up / spin down) is -1.177 / -1.911 eV. As for the frontier orbital gap (spin up / spin down): 5.2 / 5.9 eV. As for the LUMO energy (spin up / spin down): 0.1468 / 0.1467 hartree. As for the expectation value of S²: 0.782.

Geometry as ORCA input:
```
! RIJCOSX wB97M-V def2-TZVPD def2/J DEFGRID3
* xyz -2 2
Ti -0.159 0.644 0.353
C -1.401 5.953 1.519
C -1.725 4.502 1.863
N -0.561 3.781 2.346
C 0.262 3.055 1.586
S 1.737 2.571 2.322
N -0.162 2.762 0.334
N 0.785 2.155 -0.467
C 0.710 2.422 -1.807
C -0.302 3.420 -2.277
C 1.650 1.836 -2.706
C 1.640 2.165 -4.092
C 2.655 1.747 -4.914
C 3.698 0.993 -4.371
C 3.590 0.638 -3.038
N 2.603 0.999 -2.227
H -2.301 6.456 1.155
H -0.642 5.991 0.733
H -1.023 6.499 2.390
H -2.109 3.989 0.989
H -2.502 4.450 2.626
H -0.192 3.993 3.255
H -1.223 3.317 -1.707
H -0.545 3.290 -3.325
H 0.065 4.442 -2.122
H 0.827 2.742 -4.503
H 2.645 1.994 -5.968
H 4.536 0.658 -4.968
H 4.353 0.006 -2.588
Se -4.146 3.023 -0.548
Sb -3.229 0.837 0.009
Se -1.443 0.228 -1.686
Se -1.936 0.902 2.193
Se -4.947 -0.886 0.015
C 2.854 -2.841 0.805
N 2.486 -1.629 0.065
P 2.321 -0.052 0.863
C 2.633 -0.459 2.672
C 1.535 -0.604 3.524
C 1.695 -0.890 4.874
C 2.966 -1.024 5.416
C 4.069 -0.860 4.593
C 3.903 -0.575 3.241
C 3.979 0.642 0.413
C 4.192 2.000 0.174
C 5.439 2.463 -0.230
C 6.497 1.581 -0.412
C 6.289 0.225 -0.208
C 5.037 -0.236 0.187
P 1.213 -1.602 -1.110
C 0.356 -3.284 -1.128
C 1.073 -4.479 -1.185
C 0.427 -5.710 -1.183
C -0.959 -5.771 -1.179
C -1.690 -4.590 -1.212
C -1.038 -3.363 -1.181
C 2.046 -2.061 -2.708
C 1.273 -1.883 -3.860
C 1.794 -2.153 -5.118
C 3.101 -2.613 -5.246
C 3.874 -2.798 -4.108
C 3.352 -2.514 -2.851
H 3.394 -2.584 1.709
H 3.507 -3.483 0.201
H 1.978 -3.419 1.101
H 0.535 -0.484 3.139
H 0.815 -0.991 5.500
H 3.096 -1.235 6.473
H 5.071 -0.942 5.000
H 4.787 -0.433 2.638
H 3.372 2.691 0.288
H 5.574 3.522 -0.422
H 7.470 1.945 -0.723
H 7.094 -0.483 -0.374
H 4.880 -1.302 0.302
H 2.153 -4.459 -1.250
H 1.012 -6.623 -1.199
H -1.465 -6.730 -1.154
H -2.773 -4.609 -1.242
H -1.637 -2.463 -1.194
H 0.250 -1.533 -3.766
H 1.181 -1.995 -5.998
H 3.516 -2.820 -6.227
H 4.896 -3.149 -4.201
H 3.978 -2.634 -1.970
C -0.244 -1.316 1.041
C -0.731 -2.223 1.687
C -1.334 -3.260 2.459
C -2.717 -3.461 2.387
C -3.319 -4.435 3.172
C -2.558 -5.219 4.032
C -1.183 -5.023 4.107
C -0.573 -4.049 3.328
H -3.319 -2.832 1.737
H -4.394 -4.567 3.113
H -3.032 -5.974 4.652
H -0.583 -5.627 4.778
H 0.495 -3.885 3.391
*
```

For each atom in turn, the Mulliken charge in e is: 0.242 -1.237 0.016 0.095 0.121 -0.363 -1.025 1.606 0.760 -1.314 0.439 -1.379 -0.733 -1.294 -0.016 0.716 0.364 0.270 0.323 -0.156 0.387 0.220 0.130 0.400 0.218 0.285 0.373 0.433 0.382 -0.796 0.233 -0.632 -0.769 -0.780 -1.098 0.448 1.786 0.501 -0.373 -1.039 -0.609 -0.773 -0.192 1.153 -0.753 -0.667 -0.776 -0.712 -0.424 -0.313 1.677 -0.490 -0.857 -0.653 -0.402 -0.353 1.020 -0.709 -0.651 -0.656 -0.668 -0.430 0.460 0.335 0.028 0.176 0.487 0.349 0.412 0.307 0.179 0.414 0.346 0.402 0.219 0.248 0.391 0.342 0.480 -0.066 0.422 0.425 0.343 0.380 0.004 0.155 0.902 -0.582 0.080 -0.755 -0.372 -0.778 -0.103 0.253 0.415 0.351 0.373 0.471

Record 3
A 11-piece molecular cluster, H22O11 overall in a non-equilibrium geometry. Source: OMol25; level of theory: ωB97M-V/def2-TZVPD.

The SMILES is O.O.O.O.O.O.O.O.O.O.O. For the energy, the calculation gives -22874.9125 eV. Its HOMO energy is -9.981 eV. As for the frontier orbital gap: 9.1 eV. As for the LUMO energy: -0.0320 hartree.

Geometry as ORCA input:
```
! RIJCOSX wB97M-V def2-TZVPD def2/J DEFGRID3
* xyz 0 1
O 0.715 -0.571 0.074
H 1.296 -1.119 0.562
H 0.158 -0.071 0.659
O -0.742 3.134 -1.616
H -0.254 2.433 -1.207
H -1.430 2.707 -2.244
O -2.893 -2.377 -1.896
H -3.686 -1.929 -2.132
H -3.137 -3.354 -1.661
O 6.421 -1.587 0.065
H 6.780 -1.038 0.812
H 5.460 -1.630 0.152
O 1.912 3.470 0.368
H 1.438 3.213 1.225
H 2.678 3.904 0.766
O -3.324 -1.079 4.065
H -3.080 -1.665 3.337
H -2.516 -0.567 4.399
O 3.464 -2.108 -1.627
H 2.576 -1.985 -2.005
H 3.519 -1.698 -0.809
O -1.202 1.130 -1.794
H -1.487 0.584 -1.113
H -1.724 0.992 -2.599
O -2.324 -2.668 0.145
H -1.470 -2.406 0.061
H -2.593 -2.135 0.921
O 2.474 1.297 2.376
H 2.748 1.640 1.524
H 1.595 1.352 2.487
O -4.364 1.457 -0.469
H -3.796 0.849 -1.012
H -4.170 1.137 0.360
*
```

For each atom in turn, the Mulliken charge in e is: -0.592 0.293 0.259 -0.598 0.341 0.354 -0.612 0.292 0.326 -0.619 0.326 0.294 -0.646 0.318 0.311 -0.642 0.320 0.326 -0.589 0.336 0.257 -0.616 0.253 0.294 -0.518 0.298 0.233 -0.591 0.367 0.247 -0.592 0.274 0.296